# 1
Below is the molecule C5H8O at a distorted geometry, with properties calculated with ωB97M-V with the def2-TZVPD basis set.

SMILES: C[C@H]1C[C@H]1C=O
Orbital gap (eV): 10.484
Relative energy (zero: lowest compared OMol25 entry of this formula, charge and spin) (kcal per mole): 60.06
LUMO level (eV): 1.0
Energy (eV): -7359.651

CARTESIAN COORDINATES (ANGSTROEM)
C  1.463  -0.186  -0.775
C  -0.051  -0.410  -0.762
C  -1.111  -1.009  0.305
C  -0.869  0.452  0.128
C  -0.196  1.144  1.255
O  -0.490  2.257  1.619
H  2.007  0.311  0.043
H  2.087  -1.026  -1.148
H  1.152  0.657  -1.478
H  -0.336  -0.623  -1.785
H  -0.601  -1.604  1.047
H  -2.148  -1.339  0.098
H  -1.665  1.026  -0.324
H  0.582  0.545  1.785

Force components x, y, z for each atom (eV/Å):
-0.70 0.90 -0.69
-1.62 -1.99 1.30
1.16 -0.52 -0.86
-0.15 0.71 0.04
-0.14 0.38 0.09
0.23 -0.30 0.02
-0.70 -0.48 0.09
-0.61 0.79 -0.24
2.52 -0.71 -0.02
-0.56 0.54 0.07
-0.16 0.43 0.63
1.08 -0.02 -0.51
-0.17 0.09 0.15
-0.19 0.18 -0.07

---

# 2
Below is a cluster of 2 separate species, C2H7ClNOPS in total at a distorted geometry, with properties calculated with ωB97M-V with the def2-TZVPD basis set.

SMILES: O=P(=S)Cl.CCN
Orbital gap (eV): 8.675
Relative energy (zero: lowest compared OMol25 entry of this formula, charge and spin) (kcal per mole): 47.08
LUMO level (eV): -0.9
Energy (eV): -38371.196

CARTESIAN COORDINATES (ANGSTROEM)
C  0.051  1.564  1.774
C  -0.671  1.105  0.410
N  -0.192  -0.223  -0.072
O  -0.045  -2.216  -3.468
P  0.698  -2.208  -2.243
S  0.794  -3.764  -1.103
Cl  1.913  -0.587  -1.983
H  0.789  0.750  2.087
H  0.441  2.542  1.566
H  -0.748  1.696  2.373
H  -1.834  1.045  0.648
H  -0.525  1.899  -0.308
H  0.140  -0.720  0.665
H  -0.811  -0.882  -0.346

Force components x, y, z for each atom (eV/Å):
1.46 -2.20 -3.73
-1.95 -1.01 1.52
1.14 3.90 -0.44
-0.95 0.88 -1.57
1.66 -0.99 1.81
0.23 1.47 -0.15
-0.20 -1.25 -0.60
-0.90 1.55 -0.13
0.92 0.21 0.25
-2.09 0.15 2.83
2.24 0.25 -0.63
0.02 -0.18 -0.55
2.03 -1.25 3.04
-3.61 -1.54 -1.67